1.
Entry from the Open Molecules 2025 dataset: C27H33BrCdCl6N6O11S as an isolated structure (ωB97M-V with the def2-TZVPD basis set).

Output
**HOMO energy**: -8.87 eV
**Net charge**: 0
**Orbital gap**: 8.9 eV

Structure (XYZ):
```
86
Properties=species:S:1:pos:R:3:forces:R:3
H -3.086595 0.461399 -4.059226 -0.02 -0.01 0.00
Cd -0.523290 0.985123 0.296558 0.03 0.39 0.32
H 3.209311 -4.885111 -3.401585 0.00 -0.03 0.05
H 5.339119 1.059058 -1.955545 0.02 0.02 0.05
C -5.303465 -0.436551 -2.264902 0.04 -0.02 0.14
C 2.265460 0.708567 -3.115364 0.13 -0.03 0.06
N -0.857369 1.260097 3.139418 0.33 -0.05 -0.04
C 4.093400 -5.028558 -2.779869 -0.01 0.09 -0.05
H -3.666359 -1.219969 -4.164690 -0.01 0.01 0.02
C 2.769884 0.987184 -1.004029 -0.17 -0.05 -0.13
H 2.935530 1.365303 1.055111 -0.10 0.06 0.11
H -2.134111 -0.850909 -3.354409 0.02 -0.03 0.00
C -2.841027 -1.938825 1.814287 -0.01 0.06 -0.02
C 0.188482 0.815642 3.842046 -0.09 0.15 0.07
O 1.323663 0.403471 -5.136556 0.13 0.10 0.10
H 4.896786 0.299806 -3.480221 0.04 0.12 -0.09
N 2.365771 0.593741 -4.538977 0.05 -0.32 -0.16
H -2.481630 -0.164990 3.012272 -0.11 -0.13 0.01
Cl 1.314144 3.361212 1.878070 0.08 -0.27 0.09
O -2.572750 -2.162953 0.646420 -0.05 -0.13 -0.01
C 1.142464 0.994890 -2.419494 -0.30 0.17 0.05
O -1.924294 0.129541 -1.231918 0.34 -0.15 -0.06
C -0.760764 3.231549 0.132742 -0.10 0.46 0.00
N 3.309917 0.689743 -2.208886 0.17 0.13 -0.18
N -2.909562 -2.892153 2.771861 0.09 -0.08 0.09
C -1.635523 3.925645 -0.712695 0.24 0.05 0.33
C -1.487001 2.347450 3.580360 -0.05 0.00 -0.14
O 0.827616 -3.071560 1.159397 -0.02 0.09 0.03
C -2.560746 -4.266104 2.428969 0.07 0.09 0.07
O 3.460787 0.711273 -5.063802 -0.13 0.07 0.14
H -2.057690 -4.274472 1.468329 -0.02 0.01 -0.06
O 2.548001 -1.773056 0.212396 -0.17 -0.03 0.00
N -3.849462 -0.364057 -2.264869 0.20 0.03 -0.13
O 0.388513 -1.753516 -0.755870 0.01 0.10 -0.06
H -5.643852 -0.513613 -3.292347 0.01 -0.01 -0.04
Cl -2.700509 6.087939 -1.982436 0.00 0.03 -0.01
N 1.461178 1.189664 -1.106840 0.12 -0.36 0.03
C -0.011079 2.582284 5.412544 0.08 0.02 0.09
H 0.675187 -0.072439 3.461799 0.03 0.00 -0.01
Cl 1.419034 6.377840 1.452894 0.00 0.04 0.00
H 4.382545 1.804442 0.131112 -0.04 0.05 0.01
Cl -2.899037 3.085485 -1.563085 -0.07 -0.28 -0.04
H 5.249714 -3.882863 -1.320301 -0.06 -0.03 0.04
C 0.158367 4.061318 0.784236 -0.15 -0.10 -0.22
Cl 1.126998 -1.862433 0.461209 0.12 -0.29 0.12
O 3.305519 -2.036725 -3.570894 -0.11 0.07 0.05
C -3.143267 -0.498512 -3.540580 -0.02 0.02 0.13
C 3.578507 1.073781 0.237790 0.10 -0.10 -0.09
Br 0.581158 3.495667 6.955629 -0.02 -0.02 -0.05
H -4.574410 -0.688898 0.300365 -0.01 0.02 -0.08
H -3.394095 -3.492465 4.699546 -0.03 -0.01 -0.01
H 3.939826 -5.903902 -2.151751 0.00 0.00 0.02
H 4.438967 -1.277858 -0.921781 0.12 0.06 0.07
C 5.023253 -1.077304 -1.817914 -0.32 -0.07 -0.29
H -2.192818 -2.198226 4.647117 -0.01 -0.02 -0.01
H 4.014340 0.105475 0.481886 -0.03 0.10 0.03
C 0.242193 5.441885 0.611344 0.04 -0.03 0.05
C -3.923663 0.164405 0.105872 0.02 0.08 -0.04
H -1.647283 3.928206 5.032031 0.01 -0.01 -0.03
H 0.133590 1.077162 -2.790149 0.04 0.03 -0.02
C 0.653996 1.447665 4.985106 0.02 -0.05 -0.01
C 4.707288 0.301849 -2.414269 -0.10 -0.29 0.09
H -2.335655 2.676057 2.988363 0.04 0.03 -0.02
O -3.051425 0.404583 1.183160 0.12 -0.12 0.12
C -3.175924 -0.513976 2.251348 -0.06 0.00 -0.08
H -1.881098 -4.670472 3.179976 -0.01 0.03 0.00
C -0.636814 6.070997 -0.259780 -0.01 0.03 0.01
H -4.543649 1.053150 -0.050035 -0.04 0.04 0.09
H -4.194322 -0.488256 2.652511 -0.05 0.05 0.05
O 5.701091 -2.625397 -3.836838 -0.01 0.02 0.08
H 1.515780 1.067928 5.516343 -0.04 -0.01 -0.01
H -5.754233 0.458542 -1.833922 0.01 0.02 -0.01
O 0.755759 -0.716551 1.336225 -0.26 0.22 -0.20
H 4.945928 -5.205421 -3.434824 -0.01 -0.04 0.03
S 4.569988 -2.384076 -2.973541 0.24 0.01 0.02
C -1.108833 3.046914 4.713498 -0.05 0.04 0.00
H -3.902824 -1.852980 4.327838 0.00 -0.01 -0.02
C -1.589606 5.307684 -0.920229 -0.07 -0.09 -0.06
H 3.487598 -3.546994 -1.273720 0.07 -0.06 0.05
H -5.665523 -1.309577 -1.719285 0.01 -0.03 0.00
C -3.138609 -0.052997 -1.171421 -0.30 -0.03 -0.20
H -3.454426 -4.891838 2.384888 0.00 -0.01 -0.01
H 6.090479 -1.184327 -1.633421 -0.01 -0.02 0.06
Cl -0.552161 7.769995 -0.509002 0.00 0.01 0.01
C 4.335783 -3.799466 -1.912251 0.00 0.15 -0.20
C -3.106162 -2.581253 4.180658 0.05 0.05 -0.11
```
Positions in Å, forces in eV/Å.



2.
Entry from the Open Molecules 2025 dataset: C27H33Ge2N5O3PtS as an isolated structure at a distorted geometry (ωB97M-V with the def2-TZVPD basis set).

Output
**HOMO energy (alpha / beta)**: -9.24 / -10.92 eV
**⟨S²⟩**: 8.867
**Spin multiplicity**: 6
**Net charge**: +1
**Orbital gap (alpha / beta)**: 5.8 / 5.0 eV

Structure (XYZ):
```
72
Properties=species:S:1:pos:R:3:forces:R:3
Ge -0.757200 2.370522 0.693634 -0.37 1.20 1.18
H 1.152422 4.827785 0.770685 0.04 0.07 -0.01
N 1.819935 -2.552941 2.976920 0.20 -0.26 -0.45
H 2.451916 -3.281275 2.684504 -0.07 -0.08 0.01
C 2.475616 4.070058 3.790286 0.04 0.06 -0.01
H -2.350368 5.892540 -0.623649 -0.08 -0.10 0.05
C -4.106963 1.520907 3.100906 -0.04 -0.16 0.09
H -2.024814 1.054116 3.018211 -0.04 -0.02 0.10
H -0.653111 6.289840 -0.350871 0.08 0.01 0.08
H 3.597531 2.398440 0.056732 0.09 -0.02 -0.06
C 0.901145 -2.082193 2.132509 -1.01 1.86 1.43
C -0.406876 -2.787362 -1.013363 -0.16 -0.70 -0.78
C 0.797449 2.473906 3.171667 -0.14 0.06 0.06
C -2.834464 1.615134 2.570649 0.14 0.15 -0.07
H 0.138770 -3.703408 -1.228267 -0.02 -0.09 0.05
C 2.747828 0.423506 -3.388636 -0.09 0.09 -0.05
Ge -0.803546 3.937066 -1.437379 0.05 0.00 -0.82
C 1.314505 4.288351 1.697818 -0.11 0.03 -0.13
C 1.921251 0.484052 -2.144219 -0.14 -0.27 -0.69
C -2.195268 -1.167060 -1.616486 -0.10 0.04 0.47
H 3.229006 4.414638 4.484126 0.00 0.07 0.04
H -6.156399 2.109336 2.915166 -0.06 0.05 0.05
H -0.966387 -3.853440 -3.382690 0.12 -0.10 -0.07
C -3.650291 3.108610 0.880380 0.19 0.10 -0.09
C -2.405146 -2.474713 -4.124704 0.58 -0.67 0.21
H 2.614153 1.323472 -3.987437 0.01 0.09 -0.07
C 2.249864 4.754040 2.606339 0.20 0.12 -0.02
H 2.414694 -0.416796 -3.996010 0.05 0.01 0.02
N 1.982342 0.376362 0.218391 -2.34 -1.22 2.40
C -1.349676 5.817518 -1.036361 0.16 -0.66 0.20
C -1.546735 -2.967501 -3.176741 -0.27 -0.14 -0.57
H -1.715449 2.077782 -2.977736 0.08 -0.09 0.02
N 0.748820 -2.642153 0.954660 0.49 -2.49 -1.83
H 1.906603 2.390166 4.990323 0.03 -0.04 0.13
C -3.176077 -1.329075 -3.852354 -0.04 0.39 0.49
C -2.593843 2.416759 1.457864 0.76 -0.08 -0.32
H -4.277818 0.894119 3.962987 -0.05 -0.06 0.08
H -5.736830 3.559752 0.959719 -0.10 0.05 -0.04
H 1.764425 4.373840 -1.663797 0.05 0.06 0.11
C -2.057044 3.078396 -2.729062 0.34 0.22 0.51
H -1.321776 6.354634 -1.981281 0.04 -0.02 -0.20
Pt -0.113521 0.079356 0.170197 -0.41 -0.60 -0.90
H -0.850152 -0.242823 -3.221161 0.01 0.07 0.23
C 2.518226 0.846931 -0.888568 1.84 1.05 -1.05
H 0.898439 4.665687 -3.172483 -0.04 0.08 -0.08
H -3.071296 3.019556 -2.346825 -0.08 0.00 0.10
O 2.440637 0.576835 1.371440 1.10 0.29 -0.88
H 0.247618 1.571265 3.397539 0.03 0.09 0.08
C -4.923606 3.013777 1.413294 -0.16 -0.02 -0.02
H -2.061986 3.677425 -3.637146 0.03 0.11 -0.09
H 3.866705 2.309039 -1.699921 0.04 0.03 -0.08
S -0.112504 -0.798288 2.684058 0.13 -0.21 -0.62
C -1.379780 -2.335916 -1.927618 0.33 0.37 0.83
H 1.985806 -2.066367 3.843287 -0.06 -0.05 -0.12
O 0.104883 -0.137416 -3.365091 1.19 0.52 0.57
H 2.810726 5.649740 2.386907 0.08 0.10 -0.03
C -5.157331 2.208578 2.516985 -0.03 0.06 -0.03
C 1.739010 2.933799 4.073496 0.06 -0.13 0.06
H 3.800380 0.310307 -3.151029 0.07 0.00 -0.01
C -3.076418 -0.698673 -2.643961 -0.35 0.07 -0.30
O -2.139838 -0.564885 -0.503166 -0.40 0.11 -0.53
H -3.476641 3.734447 0.011864 -0.08 0.02 -0.01
N -0.104157 -2.152469 0.091699 0.63 1.64 1.56
H 1.280323 3.014181 -2.684592 -0.05 -0.13 -0.04
N 0.653325 0.212443 -2.134803 -0.75 -0.44 -0.07
C 3.725588 1.727560 -0.795029 -0.44 0.08 -0.01
H -2.494297 -2.959701 -5.083514 0.01 -0.10 -0.06
C 0.988082 3.993938 -2.320935 -0.50 -0.07 0.46
H -3.685319 0.163238 -2.416355 -0.01 0.09 0.09
C 0.569101 3.150845 1.978858 -0.70 -0.47 -0.59
H -3.854357 -0.958567 -4.607782 -0.04 0.08 0.00
H 4.617770 1.129220 -0.609694 0.09 -0.09 0.05
```
Positions in Å, forces in eV/Å.



Calculated total energy per entry: -220565.4191; -169227.4388 eV
Energy relative to the best compared isomer or geometry (same formula, charge and spin) per entry: 1.8194; 0.0000 eV